Entry 1:
Molecular formula: C5H10O2
Method: DFT, ωB97M-V/def2-TZVPD

```
17
Properties=species:S:1:pos:R:3:forces:R:3
C 1.337530 1.460214 -0.108776 0.08 0.12 0.07
O 1.173145 -0.482269 -0.979576 0.17 -0.06 0.00
C 0.377680 -1.351401 -0.258957 0.01 -0.20 -0.04
C 0.046431 -1.111902 1.186233 0.08 0.03 0.25
C -1.011673 -0.890372 0.130614 -0.15 0.05 -0.07
C -1.409728 0.522188 -0.277006 -0.09 -0.03 0.18
O -0.420552 1.161078 -1.081261 -0.07 0.13 -0.05
H 2.037110 0.855169 0.453987 -0.19 -0.02 -0.13
H 0.727093 2.120496 0.502132 -0.01 -0.16 -0.14
H 1.769373 1.932858 -0.983884 -0.16 -0.17 0.09
H 0.500793 -2.395979 -0.552163 -0.03 0.17 0.04
H -0.065604 -1.967869 1.845373 0.02 0.11 -0.11
H 0.466858 -0.234198 1.670472 -0.07 -0.09 -0.09
H -1.820798 -1.615731 0.095742 0.14 0.11 -0.03
H -2.346310 0.484617 -0.849915 0.21 0.02 0.01
H -1.603484 1.160021 0.597634 0.03 -0.07 -0.05
H 0.242133 0.353088 -1.390645 0.01 0.05 0.05
```
Positions in Å, forces in eV/Å.

## Properties
E_tot   -346.7961 hartree
HOMO (spin up / spin down)   -8.7 / -8.7 eV
Net charge   0
E_LUMO (spin up / spin down)   -0.1828 / -0.1824 eV
Frontier orbital gap (spin up / spin down)   8.47 / 8.47 eV
ΔE to the lowest compared entry with this formula, charge and spin   143.9 kcal/mol

Entry 2:
Molecular formula: C5H10NO
Method: DFT, ωB97M-V/def2-TZVPD

```
17
Properties=species:S:1:pos:R:3:forces:R:3
C -3.882802 -0.153231 0.408706 -2.17 -1.13 3.52
C -2.589674 -0.015306 0.467851 2.59 0.40 1.44
C -1.607906 -0.112300 -0.509563 0.02 -0.10 -2.55
C 0.860640 -0.164409 -0.767917 -0.17 0.16 -0.35
C 3.196552 -0.149168 0.213636 -0.44 1.50 -0.75
N 1.862739 0.564260 0.031788 1.43 -0.02 -0.04
O -0.349743 0.047836 -0.193580 0.74 0.20 0.28
H -4.475010 -0.308250 1.378239 1.01 0.87 -1.44
H -4.385616 -0.553590 -0.375279 -1.41 -0.45 -2.80
H -2.141694 0.087926 1.427397 0.17 0.43 0.95
H -1.884579 -0.266329 -1.556322 0.46 -0.15 0.16
H 1.093917 -0.195418 -1.847552 -0.78 0.14 0.66
H 3.427905 -0.547906 -0.717210 0.79 -0.39 -1.80
H 3.864589 0.623935 0.519430 0.75 0.37 0.04
H 3.284752 -0.945717 0.872838 -0.93 -1.31 1.61
H 2.242769 1.526824 -0.326486 -1.77 -1.57 0.91
H 1.483158 0.560849 0.974020 -0.30 1.06 0.15
```
Positions in Å, forces in eV/Å.

## Properties
E_tot   -326.0789 hartree
HOMO (spin up / spin down)   -11.4 / -12.4 eV
Net charge   +1
E_LUMO (spin up / spin down)   -4.6034 / -4.0110 eV
Frontier orbital gap (spin up / spin down)   6.83 / 8.44 eV
ΔE to the lowest compared entry with this formula, charge and spin   127.3 kcal/mol